No. 1
ORCA calculation (wB97M-V/def2-TZVPD) on C45H95N6O10V as an isolated structure at a distorted geometry.

For the HOMO-LUMO gap, the calculation gives 6.829 eV. The electronic energy is -103300.6174 eV. Its multiplicity is 1. The calculation puts the energy relative to the best compared isomer or geometry (same formula, charge and spin) at 0.0 kcal per mole. The HOMO energy is -8.1 eV. The LUMO energy is -1.234 eV.

Element x y z (Å)
O1 -0.0081 1.2475 1.6755
V1 -0.3514 -0.3428 1.6833
O2 -0.1347 -1.0671 0.2730
N1 -1.0004 -2.7307 3.9614
O3 -0.6267 -1.8678 3.0736
O4 -1.3689 -3.8164 3.5729
O5 -1.0521 -2.3677 5.1251
C1 -2.3909 0.8450 3.7234
C2 -3.3714 1.0856 2.5603
C3 -3.4155 2.5953 2.3100
C4 -4.2094 2.9597 1.0646
C5 -3.6224 2.2320 -0.1392
C6 -3.4992 0.7067 0.0308
N2 -2.8606 0.4185 1.3489
O6 -2.7312 -0.9836 1.5357
C7 -4.8152 -0.0385 -0.1781
C8 -2.5299 0.2519 -1.0591
C9 -4.7599 0.5822 3.0172
H1 -2.1085 -0.2043 3.8158
H2 -2.8886 1.1348 4.6486
H3 -1.5262 1.5076 3.6591
H4 -3.8289 3.0467 3.2119
H5 -2.3766 2.8954 2.1401
H6 -4.1119 4.0448 0.9287
H7 -5.2955 2.8634 1.1688
H8 -2.6519 2.6698 -0.3736
H9 -4.3075 2.3573 -0.9817
H10 -5.3371 0.4021 -1.0234
H11 -4.6360 -1.1102 -0.2649
H12 -5.4727 0.0481 0.6862
H13 -2.3649 -0.8295 -0.9683
H14 -2.9655 0.3796 -2.0486
H15 -1.5405 0.6815 -0.9084
H16 -5.5621 1.2416 2.6864
H17 -4.8132 0.4896 4.0993
H18 -5.0252 -0.4119 2.6431
H19 -3.4747 -1.3422 2.0479
C10 1.7045 0.5183 4.2977
C11 2.6083 -0.6554 3.9891
C12 2.4570 -1.6185 5.1940
C13 2.9936 -3.0201 4.9182
C14 2.3740 -3.5577 3.6493
C15 2.7385 -2.6832 2.4580
N3 2.2149 -1.3343 2.7677
O7 2.3712 -0.4477 1.6649
C16 4.2336 -2.7596 2.1085
C17 1.9605 -3.2070 1.2479
C18 4.0662 -0.1243 4.0098
H20 0.6525 0.2535 4.1239
H21 1.9146 1.3991 3.6867
H22 1.7620 0.8279 5.3409
H23 2.9861 -1.2144 6.0579
H24 1.3897 -1.6861 5.4331
H25 3.0057 -3.6721 5.7904
H26 4.0748 -2.9266 4.7142
H27 1.2910 -3.6280 3.7724
H28 2.7022 -4.5912 3.4992
H29 4.4047 -2.2266 1.1644
H30 4.8462 -2.1731 2.7947
H31 4.5855 -3.7839 2.0746
H32 2.2609 -4.2405 1.0595
H33 0.8946 -3.1608 1.4607
H34 2.1995 -2.6517 0.3405
H35 4.7022 -0.7357 4.6511
H36 4.1422 0.8952 4.3945
H37 4.5500 -0.0490 3.0309
H38 3.3066 -0.4683 1.4078
C19 1.1815 1.0758 -3.1589
C20 2.5483 0.8206 -2.5196
C21 2.6319 -0.5923 -1.9436
C22 2.6989 -1.7089 -2.9641
C23 3.8478 -1.4760 -3.9434
C24 4.0078 -0.0346 -4.4735
N4 3.7063 0.9140 -3.4036
O8 3.9127 2.2572 -3.8433
C25 5.4588 0.1607 -4.9073
C26 3.0717 0.1262 -5.6905
C27 2.7771 1.7645 -1.3409
H39 1.1965 1.7566 -4.0118
H40 0.5241 1.6008 -2.4540
H41 0.6784 0.1507 -3.4385
H42 3.5515 -0.6700 -1.3396
H43 1.8542 -0.7605 -1.1981
H44 1.7726 -1.7045 -3.5523
H45 2.7654 -2.6549 -2.4281
H46 3.7087 -2.2029 -4.7500
H47 4.7847 -1.8262 -3.4920
H48 5.7133 1.2153 -4.9564
H49 6.1307 -0.3058 -4.1854
H50 5.6000 -0.3248 -5.8731
H51 3.1746 -0.7111 -6.3792
H52 2.0298 0.2504 -5.4036
H53 3.2975 1.0548 -6.2267
H54 3.8050 1.6423 -0.9974
H55 2.0631 1.5674 -0.5420
H56 2.6637 2.7868 -1.7065
H57 4.7120 2.5175 -3.3760
C28 -5.3555 -5.7372 -2.6430
C29 -4.4448 -6.3392 -1.5586
C30 -3.5548 -7.3930 -2.2146
C31 -2.4092 -6.7765 -2.9824
C32 -1.5707 -5.8731 -2.1130
C33 -2.3701 -4.7812 -1.4235
N5 -3.6075 -5.3510 -0.8890
O9 -4.3975 -4.3655 -0.2424
C34 -1.5364 -4.2030 -0.2792
C35 -2.6621 -3.6410 -2.4163
C36 -5.2804 -7.0332 -0.4971
H58 -6.0564 -4.9805 -2.2822
H59 -5.9491 -6.5373 -3.0907
H60 -4.7772 -5.2272 -3.4110
H61 -3.1579 -8.0836 -1.4632
H62 -4.1782 -8.0183 -2.8570
H63 -2.7654 -6.2790 -3.8934
H64 -1.7689 -7.5384 -3.4458
H65 -0.8261 -5.3648 -2.7329
H66 -1.0244 -6.4576 -1.3679
H67 -2.0274 -3.3430 0.1812
H68 -1.3991 -4.9401 0.5137
H69 -0.6199 -3.8466 -0.7511
H70 -3.3981 -2.9402 -2.0264
H71 -1.7696 -3.0710 -2.6887
H72 -3.0390 -4.0916 -3.3364
H73 -4.6789 -7.6516 0.1706
H74 -5.9991 -7.7110 -0.9780
H75 -5.9080 -6.3789 0.1090
H76 -4.2055 -4.5423 0.6847
C37 0.5537 6.5508 2.4217
C38 1.0873 6.1312 1.0500
C39 0.1602 5.0429 0.5418
C40 0.3820 4.7527 -0.9258
C41 0.1606 6.0037 -1.7567
C42 1.0447 7.1610 -1.2834
N6 0.9163 7.2953 0.1856
O10 1.7607 8.3418 0.6555
C43 2.4930 7.0024 -1.7878
C44 0.4781 8.4598 -1.8745
C45 2.5245 5.6488 1.2072
H77 0.5757 5.6980 3.1001
H78 -0.4519 6.9666 2.3260
H79 1.1424 7.3674 2.8433
H80 0.3234 4.1540 1.1656
H81 -0.9012 5.2604 0.7082
H82 -0.2320 3.9192 -1.2835
H83 1.4002 4.3897 -1.1052
H84 -0.8916 6.2916 -1.6814
H85 0.4420 5.7975 -2.7910
H86 3.1767 7.3878 -1.0282
H87 2.7726 5.9510 -1.8962
H88 2.6854 7.5350 -2.7164
H89 0.3958 8.3486 -2.9548
H90 -0.4869 8.7379 -1.4464
H91 1.1530 9.2766 -1.6066
H92 2.6612 4.9945 2.0749
H93 3.2450 6.4599 1.2525
H94 2.7856 4.9511 0.4002
H95 1.1546 9.0785 0.7800

These are the Löwdin partial charges, in e, on atoms 1 to 5:
1 O -0.33
2 V 0.99
3 O -0.27
4 N -0.56
5 O -0.20

=====

No. 2
ORCA calculation (wB97M-V/def2-TZVPD) on the molecule CH4ClO3PS at a distorted geometry.

For the HOMO-LUMO gap, the calculation gives 10.029 eV. As for the SMILES: OP(O)(=S)OCCl. The electronic energy is -39892.3605 eV. Its multiplicity is 1. The calculation puts the energy relative to the best compared isomer or geometry (same formula, charge and spin) at 21.0 kcal per mole. The HOMO energy is -9.8 eV. The LUMO energy is 0.183 eV.

Element x y z (Å)
O1 1.8673 1.0877 0.5597
P1 0.8516 -0.1193 0.3359
O2 0.5446 -0.4505 1.8458
S1 1.4876 -1.5037 -0.9142
O3 -0.6557 0.8816 -0.2749
C1 -1.6587 0.1080 -0.8941
Cl1 -2.6133 -0.6679 0.3734
H1 2.1831 1.3779 -0.2877
H2 1.3460 -0.7667 2.2926
H3 -1.1709 -0.7844 -1.5886
H4 -2.1816 0.8372 -1.4478

These are the Löwdin partial charges, in e, on atoms 1 to 5:
1 O -0.17
2 P 0.24
3 O -0.17
4 S 0.28
5 O -0.35

=====

No. 3
ORCA calculation (wB97M-V/def2-TZVPD) on C22H36F6N2PSSi2W as an isolated structure.

For the HOMO-LUMO gap, the calculation gives 6.598 eV. Its net charge is -1. The electronic energy is -80401.4613 eV. Its multiplicity is 1. The calculation puts the energy relative to the best compared isomer or geometry (same formula, charge and spin) at 7.9 kcal per mole. The HOMO energy is -4.6 eV. The LUMO energy is 2.046 eV.

Element x y z (Å)
W1 0.3135 0.2557 0.5259
C1 -0.2462 -0.3972 2.7499
C2 1.1042 0.0280 2.7818
C3 1.1347 1.4087 2.4905
C4 -0.1799 1.8482 2.2630
C5 -1.0443 0.7221 2.4181
H1 -0.5626 -1.4105 2.9400
H2 1.9435 -0.6224 2.9727
H3 2.0273 2.0028 2.3831
H4 -0.4677 2.8353 1.9373
H5 -2.1160 0.7268 2.3230
C6 -3.6661 2.6107 0.0481
Si1 -2.7680 1.0910 -0.6359
C7 -3.4399 -0.3217 0.4207
C8 -3.2922 0.7570 -2.4219
N1 -1.0301 1.3391 -0.5734
C9 -0.4762 2.4303 -1.2679
C10 -1.2012 3.2945 -2.0878
C11 -0.5895 4.3332 -2.7790
C12 0.7766 4.5175 -2.6542
C13 1.5199 3.6562 -1.8604
C14 0.9286 2.5889 -1.1736
N2 1.6101 1.6531 -0.4187
Si2 3.3320 1.4829 -0.4916
C15 4.2364 2.9771 0.2452
C16 3.9191 1.2196 -2.2639
C17 3.9144 0.0167 0.5478
H6 -4.7421 2.5209 -0.1280
H7 -3.3290 3.5559 -0.3768
H8 -3.5184 2.6668 1.1307
H9 -4.1137 -0.9425 -0.1739
H10 -4.0261 0.0863 1.2480
H11 -2.6740 -0.9672 0.8382
H12 -4.0519 -0.0268 -2.4618
H13 -2.4329 0.4228 -3.0075
H14 -3.7018 1.6402 -2.9145
H15 -2.2663 3.1600 -2.2037
H16 -1.1835 4.9846 -3.4078
H17 1.2743 5.3240 -3.1791
H18 2.5883 3.8068 -1.7904
H19 4.0090 3.9311 -0.2298
H20 5.3164 2.8162 0.1723
H21 3.9961 3.0745 1.3074
H22 3.7200 2.0740 -2.9115
H23 3.4049 0.3557 -2.6929
H24 4.9929 1.0153 -2.2868
H25 4.3709 0.3739 1.4747
H26 4.6842 -0.5253 -0.0079
H27 3.1526 -0.7161 0.8134
S1 0.9286 -1.3299 -1.1382
C18 -0.2666 -1.5599 0.0615
C19 -2.9544 -4.2422 -0.1756
C20 -1.8888 -3.3223 -0.7669
C21 -1.1269 -4.0437 -1.8740
C22 -0.9529 -2.8429 0.3643
H28 -3.6190 -4.6250 -0.9532
H29 -3.5603 -3.7190 0.5666
H30 -2.4842 -5.0954 0.3200
H31 -2.3909 -2.4527 -1.2046
H32 -0.6348 -4.9343 -1.4748
H33 -0.3620 -3.4137 -2.3258
H34 -1.8116 -4.3606 -2.6646
H35 -0.2012 -3.6120 0.5583
H36 -1.5202 -2.7344 1.2914
F1 1.6129 -2.8997 1.8444
P1 1.6818 -3.9264 3.1195
F2 1.7236 -4.9251 4.3801
F3 1.1916 -5.1278 2.1531
F4 2.1444 -2.6876 4.0644
F5 0.1216 -3.5715 3.4492
F6 3.2192 -4.2490 2.7739

These are the Löwdin partial charges, in e, on atoms 1 to 5:
1 W 1.35
2 C -0.16
3 C -0.17
4 C -0.17
5 C -0.18

=====

> Look up the LUMO of the second one.

0.183 eV

=====

> What is the formula in the third record?

C22H36F6N2PSSi2W

=====

> Which of these has the highest LUMO?

C22H36F6N2PSSi2W

=====

> What is the formula in the third record?

C22H36F6N2PSSi2W